Below is a single C17H23N3O4S molecule, with properties calculated with ωB97M-V/def2-TZVPD.

Atoms and positions in Å:
S: -1.04983 4.53333 -0.34141
O: -0.87404 -1.87390 0.98959
O: 5.17809 0.47427 -0.10176
O: -2.36728 -2.74237 -0.43044
O: -4.38071 3.21298 0.01659
N: 1.43657 3.50076 -0.55548
N: -2.72060 1.73210 0.45459
N: 0.01624 2.19908 0.56949
C: -1.44476 -0.65806 -1.01781
C: 2.96072 -0.03312 0.81567
C: 1.24371 1.57494 0.52216
C: 3.46438 2.00782 -0.39873
C: -2.53335 -3.87201 0.42855
C: 2.15556 2.38712 -0.18842
C: 5.69014 -0.78882 0.27095
C: 3.86733 0.77824 0.11872
C: -3.43126 0.55961 0.00717
C: 5.27279 -1.90135 -0.68692
C: -2.30805 4.05327 0.88746
C: -1.51106 -1.80143 -0.02993
C: -2.82518 -0.04122 -1.26408
C: -3.70073 -4.69469 -0.08230
C: 0.17056 3.32373 -0.07230
C: 1.65072 0.34886 1.02574
C: -3.25326 2.95998 0.38790
H: 3.27731 -0.98506 1.20953
H: 4.17003 2.62027 -0.93543
H: -3.42600 -0.18600 0.80929
H: -1.72727 1.64738 0.68669
H: -3.84028 -5.56443 0.55288
H: 5.40927 -1.03460 1.30229
H: -3.50881 -5.02396 -1.09982
H: 5.58900 -1.65429 -1.69730
H: 5.74055 -2.83554 -0.38848
H: -2.73918 0.74189 -2.01934
H: -2.88132 4.96177 1.06880
H: -1.05578 -1.05335 -1.95841
H: -2.70918 -3.51678 1.45006
H: 6.77550 -0.65777 0.23421
H: -0.74482 0.08261 -0.63288
H: -4.61002 -4.09972 -0.07553
H: 1.76264 4.29699 -1.07547
H: -1.77714 3.74278 1.78560
H: -4.46178 0.86994 -0.18514
H: -1.60491 -4.45437 0.42731
H: 4.19324 -2.03018 -0.68676
H: 0.96007 -0.29513 1.54552
H: -3.49783 -0.81159 -1.64267

Forces on the atoms, in the same order (eV/Å):
-0.24 0.22 -0.07
0.04 -0.07 0.21
-0.10 0.23 -0.07
-0.30 -0.07 -0.30
-0.38 0.24 -0.17
-0.12 0.13 -0.06
0.18 -0.47 0.08
-0.18 0.40 0.03
-0.19 -0.07 0.00
0.31 -0.23 0.05
0.73 0.19 -0.24
0.18 -0.12 -0.01
-0.02 -0.36 0.40
-0.05 -0.74 0.34
0.11 -0.43 -0.01
-0.17 0.28 -0.10
-0.24 -0.02 -0.31
0.00 0.38 0.18
0.18 0.02 -0.24
0.30 0.36 -0.18
-0.02 0.02 0.20
0.31 0.35 -0.02
-0.26 -0.15 0.22
-0.04 0.29 -0.11
0.34 0.14 0.30
0.08 -0.10 0.01
0.14 0.06 -0.07
-0.11 0.01 -0.02
-0.22 0.17 0.02
-0.03 -0.10 0.05
0.06 0.08 -0.07
-0.03 -0.09 -0.10
0.03 -0.01 -0.09
0.03 -0.13 0.02
-0.04 -0.01 -0.02
0.02 -0.11 0.00
0.07 0.01 0.01
0.07 -0.07 -0.16
-0.15 -0.04 0.09
0.03 -0.09 -0.03
-0.12 0.01 0.01
0.00 -0.02 0.06
-0.05 0.04 0.05
0.12 -0.14 0.10
-0.11 0.11 0.05
-0.07 -0.07 -0.02
-0.09 -0.08 0.06
-0.01 0.03 -0.06

**HOMO-LUMO gap**: 8.3566 eV
**Relative energy (zero: lowest compared OMol25 entry of this formula, charge and spin)**: 11.7 kcal/mol
**HOMO level**: -7.85 eV
**Net charge**: 0
**E_LUMO**: 0.5 eV